Formula: C27H51FN3O
Source: the OMol25 dataset
Level of theory: ωB97M-V with the def2-TZVPD basis set

Element x y z (Å)
C -6.110 4.627 6.188
O -6.209 3.469 6.996
C -5.810 2.274 6.353
C -4.536 1.673 6.969
C -3.296 2.586 6.825
C -2.075 1.932 7.567
C -1.169 1.157 6.557
C 0.172 1.882 6.244
C 0.307 2.362 4.778
C 0.274 1.230 3.731
C 1.664 0.657 3.353
C 1.601 0.166 1.860
C 2.548 -0.968 1.638
N 3.072 -1.908 1.260
C 1.899 1.309 0.860
C 3.348 1.687 0.866
N 4.365 2.171 1.039
C 1.504 0.957 -0.608
C 0.590 2.022 -1.250
F 1.355 3.005 -1.857
H -6.896 5.350 6.447
H -5.120 5.098 6.340
H -6.204 4.427 5.109
H -6.644 1.556 6.455
H -5.648 2.386 5.266
H -4.291 0.688 6.539
H -4.729 1.528 8.044
H -3.524 3.539 7.328
H -3.023 2.761 5.774
H -2.432 1.256 8.357
H -1.543 2.757 8.060
H -0.952 0.168 6.985
H -1.769 1.020 5.643
H 0.185 2.795 6.863
H 1.058 1.311 6.562
H 1.204 2.995 4.715
H -0.550 3.029 4.577
H -0.164 1.654 2.806
H -0.399 0.412 4.027
H 1.895 -0.240 3.946
H 2.480 1.384 3.448
H 0.560 -0.141 1.690
H 1.295 2.168 1.189
H 1.029 -0.029 -0.723
H 2.416 0.930 -1.221
H -0.135 1.584 -1.951
H 0.007 2.530 -0.464
C 2.806 0.660 -5.478
C 2.471 -0.066 -4.179
C 2.762 -1.570 -4.194
C 2.264 -2.423 -5.355
N 0.794 -2.774 -5.462
C 0.340 -3.740 -4.383
C -0.118 -2.876 -3.223
C -0.699 -1.623 -3.876
C -0.138 -1.579 -5.299
C 0.535 -3.365 -6.844
C 1.165 -4.719 -7.151
C 2.661 -4.744 -7.483
H 2.251 0.266 -6.333
H 2.555 1.717 -5.391
H 3.871 0.584 -5.704
H 1.433 0.133 -3.901
H 3.066 0.378 -3.379
H 2.484 -2.013 -3.237
H 3.852 -1.669 -4.225
H 2.772 -3.379 -5.268
H 2.553 -1.979 -6.307
H -0.502 -4.300 -4.790
H 1.150 -4.421 -4.135
H 0.711 -2.625 -2.565
H -0.851 -3.393 -2.605
H -0.455 -0.727 -3.307
H -1.786 -1.674 -3.914
H 0.389 -0.668 -5.564
H -0.955 -1.695 -6.007
H 0.841 -2.610 -7.570
H -0.547 -3.477 -6.915
H 0.642 -5.083 -8.039
H 0.944 -5.443 -6.364
H 2.973 -3.853 -8.028
H 2.884 -5.610 -8.107
H 3.282 -4.849 -6.594

As for the frontier orbital gap: 8.45 eV. The total charge is +1. The highest occupied orbital energy is -10.8 eV. Its total energy is -1398.44729 hartree. The maximum force comes out at 0.0448 hartree/bohr.

Atomic partial charges in e from the Löwdin method, atoms 1 to 6: atom 1 (C): -0.116, atom 2 (O): -0.182, atom 3 (C): -0.249, atom 4 (C): -0.184, atom 5 (C): -0.201, atom 6 (C): -0.190

---

Formula: C5H15N2
Source: the OMol25 dataset
Level of theory: ωB97M-V with the def2-TZVPD basis set

Element x y z (Å)
C 1.325 -0.600 1.104
C 0.195 0.330 1.252
C 0.818 1.540 2.029
N -0.287 0.731 -0.087
C -1.563 0.165 -0.558
C -1.179 -1.070 -1.524
N 0.095 -0.827 -2.289
H 1.649 -0.987 2.128
H 2.145 -0.144 0.444
H 1.131 -1.521 0.468
H -0.619 -0.211 1.915
H 0.402 2.568 1.712
H 0.635 1.535 3.063
H 1.844 1.528 2.073
H -0.245 1.764 -0.189
H -2.231 -0.231 0.151
H -2.048 0.921 -1.250
H -1.025 -1.931 -0.818
H -2.175 -1.172 -2.260
H -0.101 -0.550 -3.239
H 0.637 -0.070 -1.761
H 0.599 -1.766 -2.364

As for the frontier orbital gap: 10.10 eV. As for the energy above the lowest of the compared OMol25 structures with the same formula, charge and spin: 201.17 kJ/mol. The total charge is +1. The highest occupied orbital energy is -13.5 eV. Its total energy is -308.71605 hartree. Its SMILES is CC(C)NCC[NH3+]. The maximum force comes out at 0.0868 hartree/bohr.

Atomic partial charges in e from the Löwdin method, atoms 1 to 6: atom 1 (C): -0.127, atom 2 (C): -0.448, atom 3 (C): -0.045, atom 4 (N): -0.082, atom 5 (C): -0.170, atom 6 (C): -0.145

---

Formula: C3H13NO3
Source: the OMol25 dataset
Level of theory: ωB97M-V with the def2-TZVPD basis set

Element x y z (Å)
C 0.983 2.090 0.852
C 0.479 0.885 0.137
C 1.290 0.232 -0.701
N 1.045 -1.087 -1.154
H 1.829 1.842 1.510
H 0.261 2.434 1.562
H 1.235 2.906 0.176
H -0.315 0.256 0.523
H 2.332 0.546 -0.709
H 0.170 -1.201 -1.658
H 1.733 -1.323 -1.859
H -2.251 1.013 -2.637
H -0.757 0.580 -2.957
O -1.586 0.320 -2.508
H 0.396 -2.041 2.893
H 1.012 -1.274 1.687
O 0.424 -1.192 2.447
H -1.992 -1.610 0.746
H -3.445 -1.326 0.723
O -2.845 -2.052 0.927

As for the frontier orbital gap (spin up / spin down): 1.83 / 8.26 eV. As for the energy above the lowest of the compared OMol25 structures with the same formula, charge and spin: 124.27 kJ/mol. The total charge is -1. As for the expectation value of S²: 0.751. The highest occupied orbital energy (spin up / spin down) is 1.5 / -4.7 eV. Its total energy is -402.47509 hartree. The maximum force comes out at 0.0272 hartree/bohr. The multiplicity is 2.

Atomic partial charges in e from the Löwdin method, atoms 1 to 6: atom 1 (C): -0.144, atom 2 (C): -0.227, atom 3 (C): -0.390, atom 4 (N): 0.011, atom 5 (H): 0.063, atom 6 (H): 0.040

---

Formula: HN2O2S
Source: the OMol25 dataset
Level of theory: ωB97M-V with the def2-TZVPD basis set

Element x y z (Å)
N -0.875 -0.114 -0.440
N 0.420 -0.667 -0.271
O 1.232 -0.287 0.542
O 0.514 -1.661 -1.002
S -1.219 1.452 0.292
H -0.072 1.276 0.879

As for the frontier orbital gap (spin up / spin down): 3.90 / 7.90 eV. As for the energy above the lowest of the compared OMol25 structures with the same formula, charge and spin: 0.00 kJ/mol. The total charge is -1. As for the expectation value of S²: 2.009. The highest occupied orbital energy (spin up / spin down) is -0.2 / -4.3 eV. Its total energy is -658.58117 hartree. The maximum force comes out at 0.1048 hartree/bohr. The multiplicity is 3.

Listed below, in e, are the Löwdin charges computed for each atom: atom 1 (N): -0.314, atom 2 (N): -0.715, atom 3 (O): -0.192, atom 4 (O): -0.169, atom 5 (S): 0.599, atom 6 (H): -0.210